[1]
Here is a single C4H5NO3 molecule from OMol25. Energies are from ωB97M-V/def2-TZVPD.

```
! RIJCOSX wB97M-V def2-TZVPD def2/J DEFGRID3
* xyz 0 1
O -0.915 -2.138 1.891
C -0.059 -1.683 1.023
N -0.284 -0.761 0.112
C 0.732 -0.365 -0.790
C 0.622 0.841 -1.303
O -0.108 1.906 -0.798
C -0.674 1.360 0.435
O -1.330 0.114 0.211
H 0.920 -2.350 0.890
H 1.361 -1.097 -1.282
H 1.299 1.070 -2.263
H -1.564 2.003 0.651
H 0.001 1.101 1.225
*
```

* E_LUMO: 0.67 eV
* relative energy (zero: lowest compared OMol25 entry of this formula, charge and spin): 431.9 kJ/mol
* gap between HOMO and LUMO: 0.3611 Eh

[2]
Here is 9 unconnected molecules or ions with the total composition C17H52O17S4 from OMol25. Energies are from ωB97M-V/def2-TZVPD.

```
! RIJCOSX wB97M-V def2-TZVPD def2/J DEFGRID3
* xyz 0 1
C -3.682 -12.148 -1.581
C -2.790 -11.948 -2.792
O -3.745 -11.774 -3.883
S -3.202 -10.947 -5.178
C -3.938 -9.320 -4.859
O -1.764 -10.840 -5.127
O -3.855 -11.511 -6.338
H -3.085 -12.032 -0.670
H -4.211 -13.096 -1.517
H -4.402 -11.332 -1.502
H -2.159 -11.062 -2.727
H -2.183 -12.829 -3.011
H -3.722 -8.713 -5.737
H -3.509 -8.841 -3.980
H -5.016 -9.376 -4.733
C -0.300 -11.205 0.415
C 0.158 -10.160 1.411
O -0.923 -9.883 2.332
S -1.054 -10.773 3.670
C -0.059 -9.739 4.807
O -2.444 -10.618 4.021
O -0.527 -12.097 3.478
H 0.505 -11.504 -0.262
H -1.177 -10.833 -0.117
H -0.572 -12.168 0.850
H 1.004 -10.578 1.963
H 0.439 -9.233 0.922
H 0.175 -10.279 5.720
H -0.586 -8.805 4.957
H 0.884 -9.600 4.276
C -4.216 -19.094 -3.715
C -3.001 -19.339 -4.570
O -2.109 -18.245 -4.249
S -0.550 -18.290 -4.738
C 0.182 -18.803 -3.131
O -0.378 -19.301 -5.758
O -0.213 -16.912 -4.969
H -4.736 -18.162 -3.936
H -3.839 -18.909 -2.709
H -4.939 -19.905 -3.720
H -2.497 -20.223 -4.154
H -3.066 -19.503 -5.644
H 1.233 -18.611 -3.334
H 0.018 -19.871 -3.024
H -0.349 -18.176 -2.427
C -3.578 -14.785 -4.911
C -3.100 -15.246 -3.552
O -4.045 -16.075 -2.872
S -4.003 -16.054 -1.243
C -2.369 -16.695 -0.919
O -4.170 -14.695 -0.806
O -4.928 -17.074 -0.828
H -4.370 -15.421 -5.321
H -2.805 -14.885 -5.673
H -3.983 -13.774 -4.918
H -2.178 -15.810 -3.717
H -2.779 -14.388 -2.953
H -2.433 -17.766 -1.092
H -2.234 -16.536 0.154
H -1.544 -16.223 -1.451
C 1.752 -17.404 0.689
O 1.521 -17.714 2.064
H 2.817 -17.585 0.486
H 1.158 -18.060 0.044
H 1.520 -16.382 0.398
H 1.549 -18.673 2.107
C -0.322 -13.851 -6.367
O 0.715 -14.785 -6.631
H -1.289 -14.308 -6.577
H -0.302 -13.478 -5.337
H -0.160 -12.961 -6.972
H 0.564 -15.469 -5.968
C 4.433 -14.396 -0.524
O 5.681 -14.018 -1.073
H 3.667 -13.757 -0.954
H 4.205 -15.447 -0.712
H 4.384 -14.277 0.563
H 6.265 -14.774 -1.149
C 0.712 -13.903 -2.120
O 0.193 -15.156 -2.501
H 1.248 -13.421 -2.946
H -0.104 -13.226 -1.861
H 1.371 -13.934 -1.247
H 0.949 -15.725 -2.708
C 3.204 -16.239 -3.902
O 2.674 -16.687 -2.636
H 3.238 -15.147 -3.911
H 4.199 -16.597 -4.155
H 2.463 -16.528 -4.649
H 3.392 -17.114 -2.161
*
```

* E_LUMO: -0.10 eV
* relative energy (zero: lowest compared OMol25 entry of this formula, charge and spin): 31.4 kJ/mol
* gap between HOMO and LUMO: 0.3512 Eh

[3]
Here is a single C3H3N3O3 molecule from OMol25. Energies are from ωB97M-V/def2-TZVPD.

```
! RIJCOSX wB97M-V def2-TZVPD def2/J DEFGRID3
* xyz 0 1
O 0.319 2.001 -0.120
C -0.490 1.054 -0.080
N -1.832 1.316 0.084
N -2.763 0.507 -0.070
O -2.361 -0.898 -0.265
N -1.150 -1.295 -0.131
C -0.177 -0.365 -0.167
C 1.226 -0.713 0.244
O 2.297 -0.041 -0.346
H 1.601 -1.803 -0.069
H 1.320 -0.803 1.424
H 2.011 1.039 -0.504
*
```

* E_LUMO: -1.78 eV
* relative energy (zero: lowest compared OMol25 entry of this formula, charge and spin): 701.1 kJ/mol
* gap between HOMO and LUMO: 0.3159 Eh

[4]
Here is a molecular structure, C20H37CrN2P from OMol25. Energies are from ωB97M-V/def2-TZVPD.

```
! RIJCOSX wB97M-V def2-TZVPD def2/J DEFGRID3
* xyz -1 4
C 1.299 -1.067 -4.214
C -0.098 -0.995 -4.467
C -0.781 -1.693 -3.427
C 0.200 -2.185 -2.522
C 1.485 -1.793 -3.002
Cr 0.397 0.208 -2.412
C -1.176 1.860 -3.325
C -0.030 2.253 -3.894
C 0.923 2.778 -4.637
N 1.738 1.222 -2.100
H -1.862 -1.815 -3.334
H -0.563 -0.493 -5.318
H 0.007 -2.744 -1.605
H 2.442 -2.002 -2.522
H 2.087 -0.617 -4.819
H -1.847 1.153 -3.830
H 2.607 1.770 -2.077
H -1.521 2.300 -2.383
H 0.670 3.576 -5.349
H 1.962 2.446 -4.571
C -2.927 -0.499 0.474
C -2.055 0.344 1.430
C -2.366 1.815 1.103
C -2.492 0.067 2.880
P -0.172 -0.054 1.205
N 0.080 0.091 -0.406
C 1.086 1.255 1.934
C 0.952 1.381 3.468
C 2.541 0.865 1.616
C 0.882 2.661 1.326
C 0.376 -1.890 1.540
C -0.739 -2.871 1.146
C 1.653 -2.252 0.739
C 0.682 -2.140 3.025
H -3.995 -0.203 0.559
H -2.923 -1.570 0.706
H -2.613 -0.353 -0.581
H -3.462 2.001 1.124
H -1.963 2.485 1.877
H -1.988 2.088 0.094
H -2.321 -0.992 3.152
H -1.938 0.699 3.597
H -3.574 0.286 3.014
H 1.119 0.423 3.987
H 1.702 2.098 3.868
H -0.044 1.761 3.753
H 2.684 0.716 0.525
H 3.246 1.660 1.946
H 2.848 -0.026 2.184
H 0.936 2.635 0.220
H -0.054 3.137 1.632
H 1.668 3.359 1.693
H -1.107 -2.698 0.126
H -0.389 -3.924 1.218
H -1.590 -2.785 1.846
H 2.557 -1.731 1.068
H 1.887 -3.334 0.828
H 1.549 -2.009 -0.320
H 1.572 -1.571 3.347
H -0.181 -1.873 3.666
H 0.930 -3.212 3.194
*
```

* E_LUMO (spin up / spin down): 2.89 / 2.89 eV
* gap between HOMO and LUMO (spin up / spin down): 0.1818 / 0.1968 Eh

[5]
Here is a single C9H12F3N3OS molecule from OMol25. Energies are from ωB97M-V/def2-TZVPD.

```
! RIJCOSX wB97M-V def2-TZVPD def2/J DEFGRID3
* xyz 0 1
C -2.034 -2.012 -0.384
C -1.962 -0.771 -0.058
C -3.440 -0.149 0.459
C -1.100 -0.659 1.357
C -1.293 0.384 -0.948
C -0.989 1.635 -0.586
O -1.830 2.521 -0.162
N 0.396 1.751 -0.061
C 1.442 1.113 -0.120
N 1.685 0.047 -0.673
N 2.774 -0.488 -0.472
C 3.640 0.292 -0.258
C 5.135 0.102 0.006
F 5.513 0.166 1.388
F 5.886 0.994 -1.032
F 5.513 -1.227 -0.453
S 2.923 1.956 0.432
H -2.490 -2.030 -1.404
H -2.434 -2.571 0.213
H -1.038 -2.450 -0.682
H -4.119 -0.269 -0.298
H -3.854 -0.613 1.095
H -3.397 1.007 0.611
H -1.171 0.570 1.851
H -1.664 -1.217 1.982
H -0.100 -1.107 1.029
H -0.382 -0.039 -1.381
H -2.105 0.395 -1.690
H 0.495 2.671 0.240
*
```

* E_LUMO: -0.64 eV
* relative energy (zero: lowest compared OMol25 entry of this formula, charge and spin): 48.9 kJ/mol
* gap between HOMO and LUMO: 0.3349 Eh

[6]
Here is a single C4H5NOS molecule from OMol25. Energies are from ωB97M-V/def2-TZVPD.

```
! RIJCOSX wB97M-V def2-TZVPD def2/J DEFGRID3
* xyz 0 1
C -1.124 -0.291 -0.205
C -0.782 -0.293 2.000
C 0.129 0.192 -0.349
C 0.802 0.467 -1.669
N -1.604 -0.461 1.040
O 1.924 -0.666 1.608
S 0.911 0.337 1.568
H -1.673 -0.462 -1.121
H -1.198 -0.435 3.059
H 1.580 -0.221 -1.910
H 1.145 1.504 -1.820
H -0.110 0.330 -2.201
*
```

* E_LUMO: -0.51 eV
* relative energy (zero: lowest compared OMol25 entry of this formula, charge and spin): 338.1 kJ/mol
* gap between HOMO and LUMO: 0.3223 Eh